Below is 11 unconnected molecules or ions with the total composition C23H57N3O15 in a non-equilibrium geometry, with properties calculated with ωB97M-V/def2-TZVPD.

Geometry as XYZ:
```
98
Properties=species:S:1:pos:R:3:mulliken_charge:R:1
C -15.826 23.712 23.547 0.529
O -16.393 24.681 22.717 -0.486
H -15.590 22.841 22.937 -0.484
H -14.833 24.017 23.875 -0.230
H -16.457 23.457 24.398 0.392
H -16.105 25.563 22.964 0.263
C -15.260 27.592 20.798 -0.484
O -15.019 27.367 22.226 -0.410
H -15.172 28.652 20.560 0.306
H -14.644 27.075 20.062 0.078
H -16.194 27.086 20.552 0.303
H -14.178 27.686 22.562 0.209
C -13.698 20.176 22.334 -0.272
O -12.966 19.743 23.399 -0.561
H -13.097 20.258 21.428 0.248
H -14.423 19.375 22.189 0.462
H -14.235 21.072 22.645 -0.141
H -12.613 18.881 23.166 0.325
C -12.318 21.780 16.007 -0.417
O -13.010 20.663 16.463 -0.481
H -12.695 22.730 16.386 0.012
H -11.339 21.573 16.439 0.232
H -12.271 21.837 14.920 0.392
H -13.277 20.077 15.751 0.286
C -9.367 23.318 23.413 -0.035
O -9.963 21.987 23.360 -0.519
H -8.450 23.629 23.914 0.393
H -9.143 23.755 22.440 -0.234
H -10.203 23.923 23.763 0.091
H -10.484 21.702 24.115 0.309
C -7.630 24.270 19.753 -0.095
O -6.402 24.980 19.911 -0.522
H -8.144 24.120 20.703 -0.208
H -8.262 24.736 18.998 0.061
H -7.377 23.294 19.338 0.467
H -5.732 24.493 19.427 0.319
C -12.308 24.180 21.937 -1.559
C -11.766 23.764 20.525 0.648
C -12.598 22.683 19.862 0.507
O -13.380 23.495 18.936 -0.359
C -12.857 24.739 18.838 0.248
O -13.317 25.726 18.255 -0.642
O -11.772 24.813 19.631 0.095
H -11.825 25.061 22.359 0.190
H -12.100 23.398 22.667 0.835
H -13.377 24.353 22.061 0.368
H -10.759 23.358 20.622 -0.050
H -13.190 22.284 20.687 -0.730
H -11.955 22.014 19.290 0.331
C -16.685 20.222 18.413 -1.559
C -16.459 20.690 19.883 1.014
C -17.374 21.819 20.360 -0.210
O -17.770 21.265 21.629 -0.368
C -17.248 19.909 21.718 0.648
O -17.506 19.125 22.591 -0.580
O -16.580 19.590 20.706 -0.326
H -15.966 19.523 17.986 0.287
H -16.912 21.034 17.722 0.371
H -17.631 19.698 18.550 0.482
H -15.412 20.988 19.951 -0.296
H -18.248 21.856 19.709 0.350
H -16.952 22.822 20.417 0.236
C -12.838 27.811 24.927 0.017
O -12.560 27.459 23.789 -0.444
N -13.167 26.960 25.889 0.150
C -13.386 27.507 27.270 -1.059
C -12.953 25.592 25.848 -0.517
H -12.884 28.852 25.283 0.330
H -13.680 28.556 27.239 0.362
H -12.656 27.197 28.018 0.300
H -14.365 27.078 27.480 0.420
H -13.694 25.076 26.458 0.374
H -13.027 25.193 24.836 -0.221
H -12.015 25.219 26.258 0.331
C -9.511 27.932 22.551 0.098
O -8.326 27.766 22.939 -0.634
N -10.080 27.839 21.287 0.200
C -11.501 28.070 20.969 -0.473
C -9.364 27.181 20.243 -0.358
H -10.257 28.367 23.234 0.258
H -11.927 28.720 21.733 0.400
H -12.080 27.155 21.097 -0.114
H -11.672 28.455 19.964 0.218
H -9.674 27.581 19.278 0.098
H -8.289 27.366 20.236 0.353
H -9.593 26.123 20.369 -0.157
C -9.070 27.292 16.390 0.124
O -8.623 28.144 17.139 -0.609
N -10.377 27.425 16.000 0.152
C -11.059 26.461 15.063 -0.780
C -11.170 28.363 16.698 -0.921
H -8.489 26.489 15.909 0.332
H -11.665 27.002 14.337 0.294
H -11.747 25.847 15.644 0.220
H -10.353 25.791 14.572 0.298
H -10.678 29.241 17.118 0.328
H -11.948 28.811 16.081 0.407
H -11.789 27.816 17.409 0.192
```

Computed properties:
- Gap between HOMO and LUMO: 8.899 eV
- Structure (SMILES): C[C@H]1COC(=O)O1.C[C@H]1COC(=O)O1.CN(C)C=O.CN(C)C=O.CN(C)C=O.CO.CO.CO.CO.CO.CO
- HOMO energy: -0.3170 hartree
- Energy: -2203.22508 a.u.
- Lowest unoccupied orbital energy: 0.0100 Eh
- Maximum force: 5.54 eV Å⁻¹
- ΔE to the lowest compared entry with this formula, charge and spin: 3.600 eV